This record from OMol25 describes a 2-piece molecular cluster, CH6O2 overall. The level of theory is ωB97M-V with the def2-TZVPD basis set.

Calculated values
- structure (SMILES) = CO.O
- F_max (Eh/bohr) = 0.0408
- energy (eV) = -5228.615
- gap between HOMO and LUMO (eV) = 10.62

Structure (ORCA input):
```
! RIJCOSX wB97M-V def2-TZVPD def2/J DEFGRID3
* xyz 0 1
C 1.1099 0.0055 0.8772
O 0.4739 -1.1730 0.4236
H 1.1417 0.0166 1.9925
H 2.1214 0.1759 0.4627
H 0.6530 1.0118 0.6978
H -0.3200 -0.8712 -0.0630
O -1.5001 0.4582 -1.2389
H -1.4133 0.4245 -2.1939
H -2.2666 -0.0484 -0.9579
*
```

Results of the Mulliken charge analysis, in e, for atoms 1 through 6: number 1, C, carries -0.5554; number 2, O, carries -0.4905; number 3, H, carries 0.2357; number 4, H, carries 0.2401; number 5, H, carries 0.2359; number 6, H, carries 0.3461